A 2-piece molecular cluster, C3H10N2S overall. Source: the Open Molecules 2025 dataset; level of theory: wB97M-V/def2-TZVPD.

Output
E   -17088.3279 eV
Relative energy (zero: lowest compared OMol25 entry of this formula, charge and spin)   0.276 eV
M   106.2 Da
SMILES string   [H]/N=C/N.CSC
HOMO energy   -8.5 eV
LUMO level   0.91 eV
Orbital gap   9.45 eV

Last column: Mulliken charge in e.
Geometry (Å):
H  1.60  2.45  -0.03  0.217
H  0.56  1.62  1.87  0.450
C  1.49  1.16  1.54  0.017
N  1.99  0.13  2.11  -0.732
H  -3.20  -1.13  0.44  0.291
H  0.62  0.22  -1.66  0.267
H  2.96  1.36  0.17  0.250
H  -0.63  -0.74  -2.45  0.362
H  -2.27  -2.28  -0.53  0.289
N  2.12  1.80  0.52  -0.465
H  -3.19  -0.94  -1.31  0.292
C  -0.08  -0.60  -1.53  -0.858
S  -1.21  -0.09  -0.21  -0.007
H  0.47  -1.49  -1.25  0.267
C  -2.58  -1.24  -0.46  -0.885
H  1.33  -0.23  2.79  0.243